Run P
A cluster of 2 separate species, C10H16O in total, computed with ωB97M-V/def2-TZVPD.

Geometry as XYZ:
```
27
Properties=species:S:1:pos:R:3:nbo_charge:R:1
C 0.2030 -1.0224 1.6494 -0.03
C 0.3976 -1.7082 -0.9554 0.27
H -0.7810 3.8361 1.0595 0.20
H -1.8111 -0.3386 1.0852 0.21
H 0.6097 2.9213 0.6458 0.22
C -0.8664 -0.7919 0.7912 -0.20
H 0.3932 0.3520 3.2144 0.21
H -0.9569 1.3665 -0.6230 0.21
H -0.9128 -0.5150 3.5723 0.22
H 0.0155 2.6562 -2.4317 0.20
H 0.0942 4.3192 -0.3217 0.21
H -1.6118 -0.9671 -1.3626 0.23
H -2.1903 2.3473 -0.5796 0.22
C -0.8278 -1.1995 -0.6626 -0.26
H 1.5759 -2.3801 -2.5808 0.48
C 1.3873 -1.7004 1.2903 -0.23
H 0.5838 -1.3531 3.7843 0.20
C -0.0465 -0.6509 3.1108 -0.62
H -1.0029 4.0194 -2.0749 0.19
C -1.1691 2.5209 -0.6332 -0.44
C 1.3504 -2.0871 0.0208 -0.22
O 0.9758 -1.5620 -2.2296 -0.70
H 2.1272 -2.7316 -0.5285 0.20
H -1.6962 2.5376 -2.8388 0.20
C -0.9779 2.9502 -2.1204 -0.59
C -0.1775 3.3691 0.1214 -0.62
H 2.1179 -1.6528 2.1428 0.24
```

SMILES: Cc1ccc(O)cc1.CCC
Lowest unoccupied orbital energy, eV: 0.8
Multiplicity: 1
Charge: 0
HOMO-LUMO gap, eV: 9.15

---

Run Q
A cluster of 2 separate species, C10H16O in total, computed with ωB97M-V/def2-TZVPD.

Geometry as XYZ:
```
27
Properties=species:S:1:pos:R:3:nbo_charge:R:1
H -0.4651 0.2723 -0.7818 0.22
H -1.0930 -0.3239 1.8563 0.21
H 1.3657 1.0238 3.1616 0.20
H -0.6546 -0.4256 3.5864 0.20
C -0.5942 0.2143 2.6851 -0.41
H 1.4031 -0.4475 2.1402 0.21
H -3.4892 3.0059 2.6572 0.17
H 0.9265 1.1257 1.4279 0.21
C -2.4404 0.9457 -0.2077 -0.21
H -0.8936 2.0495 3.7925 0.16
C 0.8657 0.4965 2.3318 -0.61
H -3.0499 2.9040 4.3910 0.16
C -1.3573 1.4954 2.9538 -0.06
C -0.5865 2.4297 -0.6570 -0.22
H -3.3765 4.2030 0.1885 0.21
C -2.7355 3.3375 -0.0251 -0.17
H -4.4855 2.0254 3.7775 0.19
C -1.4012 3.5296 -0.3855 -0.24
C -3.2551 2.0455 0.0638 -0.24
H -2.8493 -0.0710 -0.1377 0.22
H -4.3050 1.8944 0.3474 0.22
C -1.1062 1.1378 -0.5681 -0.22
H -1.3319 2.1512 2.0623 0.17
H -0.9923 4.5462 -0.4555 0.22
H 0.4634 2.5809 -0.9407 0.22
O -2.7010 1.1752 3.2754 -0.54
C -3.4562 2.3391 3.5352 -0.25
```

SMILES: c1ccccc1.CCCOC
Lowest unoccupied orbital energy, eV: 1.1
Multiplicity: 1
Charge: 0
HOMO-LUMO gap, eV: 10.42

---

Which of them is the most stable? Correct choice: run Q.

---

Run P
A cluster of 2 separate species, C5H7Cl in total, computed with ωB97M-V/def2-TZVPD.

Geometry as XYZ:
```
13
Properties=species:S:1:pos:R:3:nbo_charge:R:1
H -1.3665 1.2121 1.3605 0.25
H 0.5155 0.8360 -1.2950 0.27
H -1.3257 0.3364 -1.8953 0.26
C 1.4029 -1.7612 0.3127 -0.21
C -0.3756 0.1254 -1.2896 -0.75
C -0.7839 -0.4159 0.0277 0.32
C 2.4378 -2.1533 -0.1028 -0.49
H 3.4163 -2.7137 -0.0116 0.23
C -0.6238 0.3871 1.2276 -0.74
H -0.1566 -0.7489 -1.8405 0.27
H 0.3662 0.7671 1.2066 0.26
Cl -2.0801 -1.5860 0.0673 0.08
H -0.8239 -0.3602 1.9973 0.25
```

Lowest unoccupied orbital energy, eV: -1.2
Multiplicity: 1
Charge: 0
HOMO-LUMO gap, eV: 7.88

---

Run Q
The molecule C5H7Cl, computed with ωB97M-V/def2-TZVPD.

Geometry as XYZ:
```
13
Properties=species:S:1:pos:R:3:nbo_charge:R:1
C 0.5666 -0.7926 -0.8458 -0.45
C 0.2888 -0.5951 0.6085 0.02
H 1.3575 -0.2741 -1.1654 0.21
H 0.3718 -1.6814 -1.2259 0.22
C 0.6295 -0.8756 1.8651 -0.40
C -0.4611 1.5227 -0.6633 -0.60
C -0.5837 0.0581 -0.3864 -0.09
H -1.3324 1.9374 -0.2004 0.22
Cl -2.1864 -0.5328 -0.6026 -0.01
H 0.4736 1.8237 -0.2136 0.22
H 1.4552 -1.5637 1.9190 0.21
H -0.4971 1.5868 -1.7860 0.22
H -0.0822 -0.6133 2.6969 0.22
```

SMILES: C=C1C[C@@]1(C)Cl
Lowest unoccupied orbital energy, eV: 1.0
Multiplicity: 1
Charge: 0
HOMO-LUMO gap, eV: 10.78

---

Run R
A cluster of 2 separate species, C5H7Cl in total, computed with ωB97M-V/def2-TZVPD.

Geometry as XYZ:
```
13
Properties=species:S:1:pos:R:3:nbo_charge:R:1
C 0.4918 -0.0186 -1.3319 -0.43
Cl 0.8219 2.3434 -0.0416 -0.12
H -0.2490 0.0356 1.8471 0.23
H 0.8970 -1.0694 0.9382 0.21
H -3.5246 1.8723 0.4956 0.16
H -2.8887 -1.0595 0.0050 0.26
C 0.2670 0.5653 -0.1679 0.08
H 0.5357 -1.1231 -1.3590 0.21
C 0.5627 -0.0035 1.2058 -0.66
C -2.9561 1.2393 0.2470 -0.16
C -2.6140 0.0465 -0.0123 -0.26
H 0.3892 0.4714 -2.4040 0.23
H 1.4589 0.5414 1.5883 0.24
```

SMILES: C=C(C)Cl.C#C
Lowest unoccupied orbital energy, eV: 0.8
Multiplicity: 1
Charge: 0
HOMO-LUMO gap, eV: 10.15

---

Run S
The molecule C5H7Cl, computed with ωB97M-V/def2-TZVPD.

Geometry as XYZ:
```
13
Properties=species:S:1:pos:R:3:nbo_charge:R:1
H -1.5504 1.8537 0.8842 0.22
H 0.0896 -1.5372 0.2935 0.23
C -1.5439 -0.1500 0.0431 -0.03
H -3.0656 1.3965 0.1151 0.22
C -2.4412 -1.1399 -0.0630 -0.36
H -3.5253 -0.9308 -0.2461 0.21
Cl 2.5362 -0.0754 0.0009 -0.05
C -1.9815 1.3015 0.0437 -0.64
C -0.1643 -0.4992 0.0830 -0.25
H -1.6915 1.8238 -0.8556 0.22
H -2.0369 -2.1783 -0.0231 0.20
H 0.6502 1.4436 -0.2186 0.21
C 0.7999 0.3895 -0.1010 -0.16
```

SMILES: C=C(C)/C=C/Cl
Lowest unoccupied orbital energy, eV: 0.8
Multiplicity: 1
Charge: 0
HOMO-LUMO gap, eV: 9.64

---

Which of them is the most stable? Correct choice: run S.

---

Run P
A cluster of 2 separate species, C7H10 in total, computed with ωB97M-V/def2-TZVPD.

Geometry as XYZ:
```
17
Properties=species:S:1:pos:R:3:nbo_charge:R:1
H 2.7015 -0.6277 -1.4673 0.21
C -0.0956 -0.0285 0.1638 0.02
H 0.3994 2.0155 0.4316 0.25
C 0.7852 1.0306 0.7533 -0.48
C 2.1029 0.7531 0.0997 -0.20
H -0.4627 -2.4514 0.1407 0.01
H -1.0984 -2.2230 0.4538 -0.01
H 0.1067 -1.3078 -1.5867 0.22
C 0.5431 -0.6402 -0.8472 -0.28
H -1.6929 0.0114 1.6909 0.22
C -1.4738 -0.0465 0.6214 -0.23
H -2.0361 0.1470 -1.3648 0.20
H -3.1846 0.9264 -0.1279 0.20
C -2.3161 0.3301 -0.3321 -0.34
H 3.0172 1.2634 0.3600 0.21
C 1.9351 -0.1942 -0.8375 -0.22
H 0.7692 1.0419 1.8483 0.23
```

SMILES: C=CC1=CC=CC1.[H][H]
Lowest unoccupied orbital energy, eV: 0.9
Multiplicity: 1
Charge: 0
HOMO-LUMO gap, eV: 8.89

---

Run Q
A cluster of 2 separate species, C7H10 in total, computed with ωB97M-V/def2-TZVPD.

Geometry as XYZ:
```
17
Properties=species:S:1:pos:R:3:nbo_charge:R:1
H 1.7313 1.2740 -0.4398 0.21
C -2.5550 1.6097 -0.1998 -0.40
H 0.1375 0.1871 2.0155 0.23
H 2.3597 1.1208 1.2714 0.23
H -2.2460 1.7126 -1.2613 0.11
C 1.6487 -0.7808 0.4475 -0.20
C 0.8105 -1.1984 -0.7673 -0.45
C 1.7372 0.7005 0.4859 -0.40
H -1.6491 1.9671 0.3388 0.10
H 1.1724 -0.8312 -1.7343 0.22
H -2.4154 -0.1116 0.3681 0.27
C -1.6771 -0.5095 -0.3476 -0.46
H 2.3057 -1.4329 1.0126 0.23
C 0.4731 0.0442 0.9932 -0.27
C -0.3615 -0.4559 -0.1294 0.12
H 0.6124 -2.2715 -0.8405 0.23
H -2.0845 -1.0244 -1.2129 0.22
```

Lowest unoccupied orbital energy, eV: 0.1
Multiplicity: 1
Charge: 0
HOMO-LUMO gap, eV: 8.66

---

Which of them is the most stable? Correct choice: run P.

---

Run P
A cluster of 2 separate species, C7H10 in total, computed with ωB97M-V/def2-TZVPD.

Geometry as XYZ:
```
17
Properties=species:S:1:pos:R:3:nbo_charge:R:1
H 2.3722 -0.5741 -1.2458 -0.02
C 0.0444 1.6286 -0.2658 -0.12
C -0.0868 -1.7128 -0.8456 -0.40
H -2.0064 0.9706 -0.3287 0.22
H -1.0875 -0.8335 1.6912 0.22
C -0.8036 0.1829 1.3931 -0.45
H -1.0843 -0.4056 -2.1209 0.20
H -0.0945 2.5151 -0.8825 0.21
H 0.1734 -2.4100 -1.6362 0.21
C 0.6741 0.4574 1.5036 -0.12
H 0.3086 -1.9405 0.1387 0.19
C -1.0197 0.5303 -0.1330 -0.29
H 1.3471 -0.1945 2.0560 0.21
C 1.0324 1.4363 0.6371 -0.12
H 2.3940 0.0754 -0.8721 0.01
H -1.3835 0.8812 2.0052 0.23
C -0.7797 -0.6067 -1.0942 -0.17
```

SMILES: C=C[C@@H]1C=C=CC1.[H][H]
Lowest unoccupied orbital energy (alpha / beta), eV: -0.5 / -0.6
Multiplicity: 1
Charge: 0
HOMO-LUMO gap (alpha / beta), eV: 8.15 / 7.34

---

Run Q
The molecule C7H10, computed with ωB97M-V/def2-TZVPD.

Geometry as XYZ:
```
17
Properties=species:S:1:pos:R:3:nbo_charge:R:1
H 0.1660 2.0351 0.2990 0.20
C 0.8204 0.0795 0.3889 0.00
C 0.1175 -2.1567 -0.7341 -0.40
H -3.5033 1.0727 -0.5583 0.20
H 0.1048 -1.6532 1.3300 0.20
C 0.3324 -1.3697 0.3030 -0.20
H -1.4949 -0.0659 -1.2269 0.21
H -2.5804 2.2159 0.4761 0.19
H 0.3218 -1.8810 -1.7526 0.20
H 2.7068 0.7479 -0.2864 0.23
C -0.1180 0.9889 0.0370 -0.24
H 2.1865 1.0733 1.5262 0.23
H -0.2254 -3.1833 -0.5559 0.20
C 2.2417 0.4094 0.6567 -0.65
C -2.5284 1.3966 -0.2283 -0.36
H 2.8568 -0.4731 0.8672 0.22
C -1.4042 0.7636 -0.5419 -0.22
```

SMILES: C=C/C=C(/C)C=C
Lowest unoccupied orbital energy, eV: 1.1
Multiplicity: 1
Charge: 0
HOMO-LUMO gap, eV: 9.50

---

Which of them is the most stable? Correct choice: run Q.